Record 1
This record from the Open Molecules 2025 dataset describes a gas-phase ion, C4H8NS (charge +1) at a distorted geometry. The level of theory is ωB97M-V with the def2-TZVPD basis set.

Each line ends with the natural charge from an NBO analysis.
Atoms and positions in Å:
S1 -2.145351 0.331793 0.094503  0.29
N1 0.519000 0.411615 0.107747  -0.23
C1 0.177127 -0.926613 0.432652  -0.25
C2 1.787241 0.643615 0.101975  0.13
C3 -1.182671 -1.168939 -0.252251  -0.55
C4 -0.604435 1.291498 -0.184194  -0.40
H1 2.078289 1.717696 0.111106  0.23
H2 -0.091665 -1.070729 1.516581  0.26
H3 -1.064049 -1.305948 -1.417746  0.23
H4 0.912727 -1.536585 0.132366  0.23
H5 2.613021 -0.075679 0.111181  0.25
H6 -0.844502 1.550637 -1.244077  0.28
H7 -0.433094 2.186445 0.374088  0.26
H8 -1.721636 -2.048810 0.116071  0.28

Atoms 1-3, force components in eV/Å:
S 0.47 -0.16 0.96
N 2.71 -0.58 -0.22
C -5.47 -0.29 1.46

The value obtained for the highest occupied orbital energy is -13.29 eV. The charge is +1. Its relative energy (zero: lowest compared OMol25 entry of this formula, charge and spin) is 92.96 kJ/mol. The electronic energy is -609.83454 Ha.

Record 2
This record from the Open Molecules 2025 dataset describes a molecular structure, C28H77BeF6N7O7P at a distorted geometry. The level of theory is ωB97M-V with the def2-TZVPD basis set.

Each line ends with the Löwdin spin population.
Atoms and positions in Å:
P1 -12.461860 4.303060 9.462920  0.00
F1 -11.153350 3.789320 10.274190  0.00
F2 -13.821070 4.889470 8.718230  0.00
F3 -11.603400 4.852990 8.239710  0.00
F4 -12.558490 2.858500 8.689520  0.04
F5 -12.239680 5.691890 10.254950  0.00
F6 -13.375820 3.787280 10.738520  0.00
O1 -17.698780 0.724680 9.674460  0.00
O2 -18.274100 6.189950 7.590370  0.00
O3 -7.604320 5.777070 8.685880  0.00
O4 -16.278670 6.589690 11.779150  0.00
O5 -12.386430 0.124060 13.138890  0.00
O6 -9.257830 5.566820 13.854570  0.00
O7 -9.701910 7.728220 5.064850  0.00
N1 -12.911390 8.152590 11.689470  0.00
N2 -11.922470 6.046960 5.761680  0.00
N3 -15.291390 4.057420 6.674370  0.00
N4 -9.643580 3.244500 6.915140  0.00
N5 -14.972560 1.199960 9.543560  0.07
N6 -11.922130 1.094120 10.537450  0.06
N7 -10.766140 8.099670 13.632910  0.00
C1 -14.280870 8.373200 13.601330  0.00
C2 -8.356370 6.650610 9.550670  0.00
C3 -13.027270 7.906790 6.944960  0.00
C4 -16.912980 5.848540 7.448680  0.00
C5 -8.756490 3.705180 7.959470  0.00
C6 -18.514340 7.271330 8.479110  0.00
C7 -15.509050 0.338430 10.609810  0.01
C8 -16.877030 -0.327220 10.187610  0.00
C9 -9.988560 4.853430 12.801950  0.00
C10 -8.407810 8.310350 5.192320  0.00
C11 -15.996610 5.208900 11.630100  0.00
C12 -9.722560 1.090370 11.619800  0.00
C13 -16.672480 4.398590 6.948650  0.00
C14 -8.345150 5.176080 7.641470  0.00
C15 -8.659870 6.821540 13.504650  0.00
C16 -10.591240 8.032020 6.187300  0.00
C17 -8.878280 9.366920 12.799810  0.00
C18 -7.458330 2.830370 8.049690  0.00
C19 -11.563270 -0.606450 12.253380  0.00
C20 -9.558790 7.951170 12.878840  0.00
C21 -13.200430 -0.703560 13.904540  0.00
C22 -14.059200 7.587890 12.346830  0.00
C23 -15.587040 1.180710 11.927560  0.00
C24 -17.184500 3.416350 8.015790  0.00
C25 -19.058660 0.416350 9.418140  0.00
C26 -15.233010 7.474730 11.340950  0.00
C27 -12.000800 7.521530 5.908490  0.00
C28 -10.911140 0.255920 11.164640  0.01
Be1 -12.959780 0.374300 8.258480  0.79
H1 -14.940380 7.332680 10.300620  0.00
H2 -14.866560 4.696290 6.017510  0.00
H3 -16.424420 6.451860 6.683560  0.00
H4 -16.418900 1.873730 11.801750  0.00
H5 -13.902360 -0.170340 14.545690  0.00
H6 -9.496350 10.183520 12.426640  0.00
H7 -13.971860 7.462810 6.630760  0.00
H8 -7.819980 7.825130 5.971500  0.00
H9 -9.558180 4.839040 11.800620  0.00
H10 -13.808090 -1.369510 13.291870  0.00
H11 -10.976800 6.025120 5.407670  0.00
H12 -12.146540 8.184440 12.348320  0.00
H13 -8.843540 7.518600 9.106420  0.00
H14 -15.700900 8.459010 11.321900  0.00
H15 -13.742760 6.602780 12.689650  0.00
H16 -18.269740 3.340590 7.947800  0.00
H17 -10.952360 -1.350710 12.764230  0.00
H18 -15.309790 8.244880 13.937430  0.00
H19 -15.747740 4.988530 10.592020  0.00
H20 -19.324990 -0.415010 8.765450  0.00
H21 -8.130640 7.265540 14.347780  0.00
H22 -16.618790 -1.081370 9.444190  0.00
H23 -8.495190 9.651040 13.779920  0.00
H24 -10.236990 3.850410 13.148870  0.00
H25 -13.190710 8.982620 7.008080  0.00
H26 -10.753220 9.108800 6.236270  0.00
H27 -7.757690 7.091050 10.347980  0.00
H28 -9.869900 7.624880 11.886450  0.00
H29 -19.513990 1.311130 8.993710  0.00
H30 -9.248300 1.557120 10.756480  0.00
H31 -15.777320 1.467100 8.994830  0.00
H32 -8.523600 9.366120 5.437340  0.00
H33 -6.957050 3.021300 8.998570  0.00
H34 -9.273020 3.498660 6.010600  0.00
H35 -10.379190 3.925910 7.036260  0.00
H36 -10.574210 8.384620 14.582680  0.00
H37 -15.786950 0.581590 12.815930  0.00
H38 -9.045590 0.453100 12.188740  0.00
H39 -12.773550 7.499790 7.923770  0.00
H40 -14.782140 2.114850 9.926720  0.00
H41 -17.921970 8.057960 8.011770  0.00
H42 -19.585270 0.181440 10.343130  0.00
H43 -11.403910 1.955480 10.439440  0.00
H44 -7.612280 4.996680 6.854820  0.00
H45 -7.705810 8.061870 4.396360  0.00
H46 -10.929740 5.364080 12.598160  0.00
H47 -12.625240 7.390640 11.091430  0.00
H48 -10.291380 7.695360 7.179690  0.00
H49 -17.367580 -0.794250 11.041620  0.00
H50 -11.778810 5.684550 6.693410  0.00
H51 -12.666530 -1.318000 14.629470  0.00
H52 -9.906920 1.973110 12.232090  0.00
H53 -19.538540 7.641960 8.520960  0.00
H54 -14.652280 1.719460 12.082690  0.00
H55 -14.186560 9.453650 13.492490  0.00
H56 -16.762630 2.438310 7.784360  0.00
H57 -9.141400 6.144590 10.112600  0.00
H58 -17.314770 4.219190 6.086460  0.00
H59 -16.969860 3.772590 9.023320  0.00
H60 -12.255380 7.948200 4.938310  0.00
H61 -7.874420 6.629350 12.773730  0.00
H62 -12.475940 1.339150 11.345750  0.00
H63 -9.192110 5.772820 7.302850  0.00
H64 -10.483780 -0.530360 10.542360  0.00
H65 -12.230880 -1.254630 11.685710  0.00
H66 -8.020570 9.391880 12.127650  0.00
H67 -14.757380 4.070860 7.531550  0.00
H68 -18.081930 7.147090 9.471920  0.00
H69 -16.245410 5.956940 8.303480  0.00
H70 -9.348040 3.650970 8.873380  0.00
H71 -16.778830 4.500220 11.902170  0.00
H72 -10.988630 7.130660 13.810770  0.00
H73 -6.733430 3.064200 7.269990  0.00
H74 -7.726250 1.773860 8.060650  0.00
H75 -14.757850 -0.446260 10.699550  0.00
H76 -13.615510 8.157180 14.437230  0.00
H77 -15.153500 4.895090 12.245550  0.00

Atoms 1-3, force components in eV/Å:
P -1.08 0.98 1.26
F 0.40 -0.52 -0.53
F 1.35 -0.57 1.30

The value obtained for the highest occupied orbital energy (alpha / beta) is -8.30 / -8.30 eV. The expectation value of S² is 0.751. The charge is 0. The electronic energy is -2978.20890 Ha. Its spin multiplicity is 2.

Record 3
This record from the Open Molecules 2025 dataset describes a molecular structure, C22H31BrN3O4S at a distorted geometry. The level of theory is ωB97M-V with the def2-TZVPD basis set.

Each line ends with the natural charge from an NBO analysis.
Atoms and positions in Å:
Br1 4.896416 -4.495358 0.381279  0.03
S1 4.333621 3.989068 0.346162  0.18
O1 0.614455 -3.374240 -2.040677  -0.52
O2 0.085532 0.541803 -0.953777  -0.54
O3 2.420590 -3.808635 -0.933318  -0.53
O4 0.753643 2.533304 -0.495787  -0.66
N1 4.138790 0.854435 1.243291  -0.35
N2 4.486941 5.623403 -1.750151  -0.76
N3 2.513115 4.347822 -1.405250  -0.65
C1 2.152249 0.893415 0.142868  -0.20
C2 -2.425002 -0.655686 0.382876  -0.38
C3 1.231560 -4.227710 -1.589072  0.79
C4 -2.294980 0.876276 -0.313414  -0.46
C5 3.487319 4.866266 -1.143439  0.52
C6 -1.297715 1.027225 -1.425875  -0.08
C7 2.079073 -1.397546 -0.793697  -0.21
C8 -4.731461 -0.323628 1.170006  -0.39
C9 3.265317 1.757032 0.704830  0.18
C10 1.208898 -5.548508 -2.027035  -0.75
C11 4.463068 -1.548998 0.962194  -0.23
C12 -6.758607 -0.882955 -0.087174  -0.37
C13 5.352260 1.160221 1.734517  -0.32
C14 4.019000 -2.657410 0.303705  -0.05
C15 2.713021 -0.390774 -0.003406  -0.03
C16 3.824345 -0.459691 0.587068  0.08
C17 -7.750088 -1.281029 1.170054  -0.59
C18 -3.312416 -0.845220 1.358712  -0.31
C19 -5.272616 -1.096892 0.114347  -0.45
C20 2.720918 -2.698417 -0.256098  0.28
C21 3.219989 2.988903 1.352995  -0.53
C22 0.872588 1.451777 -0.330650  0.82
H1 -3.130282 -1.633914 1.782012  0.20
H2 -1.119508 2.029722 -1.702092  0.21
H3 4.011779 6.195645 -2.614730  0.42
H4 -5.237402 -0.437858 2.241240  0.22
H5 2.016967 3.579807 1.292351  0.27
H6 5.567439 -1.505023 1.359440  0.25
H7 1.145498 -1.723447 -1.064140  0.27
H8 -1.406498 -0.886021 0.540811  0.22
H9 -4.931069 -1.125152 -0.877636  0.23
H10 -5.286941 -2.135861 0.653905  0.20
H11 5.564417 2.279045 1.742176  0.22
H12 0.974269 -6.138104 -1.033979  0.25
H13 3.342336 3.124057 2.267228  0.23
H14 -7.514067 -0.720263 2.071595  0.20
H15 -1.928906 1.491832 0.577284  0.20
H16 5.338933 5.816927 -1.376828  0.44
H17 -7.612656 -2.410681 1.219293  0.19
H18 1.793803 3.861429 -1.094968  0.47
H19 2.121782 -6.071595 -2.448982  0.28
H20 -8.699122 -1.116463 1.133790  0.20
H21 -7.000253 0.292733 -0.252923  0.18
H22 -1.388988 0.026878 -2.226277  0.23
H23 0.403551 -5.961718 -2.741286  0.27
H24 -4.774262 0.666050 0.969817  0.20
H25 -2.780059 -1.363912 -0.301732  0.20
H26 -3.249344 1.381545 -0.621131  0.23
H27 1.849086 5.016302 -2.201727  0.38
H28 6.103631 0.486212 1.717435  0.23
H29 -7.327027 -1.399094 -0.923256  0.22
H30 5.096826 1.141664 3.241548  0.10
H31 -2.953781 0.020979 2.265656  0.11

Atoms 1-3, force components in eV/Å:
Br -0.49 2.13 0.20
S 1.33 2.40 -0.60
O -4.80 3.75 -1.50

The value obtained for the highest occupied orbital energy is -10.36 eV. The charge is +1. Its relative energy (zero: lowest compared OMol25 entry of this formula, charge and spin) is 2006.51 kJ/mol. The electronic energy is -4293.45903 Ha.

Record 4
This record from the Open Molecules 2025 dataset describes a molecular structure, C28H30BrClN3OPPd at a distorted geometry. The level of theory is ωB97M-V with the def2-TZVPD basis set.

Each line ends with the Löwdin spin population.
Atoms and positions in Å:
Pd1 -1.340210 0.552967 1.192801  0.86
Br1 6.910009 3.993097 5.634651  0.04
Cl1 -3.299849 -0.339832 2.363278  0.08
P1 2.218820 -0.041475 2.611989  0.01
O1 1.661493 0.248930 1.133618  0.04
N1 4.346530 5.629800 0.449345  0.65
N2 3.214381 5.286182 0.021358  0.47
N3 -0.298797 2.094156 0.074927  0.09
C1 4.905623 5.334169 1.638367  0.05
C2 -2.818010 -3.881795 -0.354733  -0.01
C3 0.004798 1.290557 3.819238  0.03
C4 4.518739 -0.361500 4.131869  0.00
C5 4.127340 4.793744 2.695138  0.11
C6 4.724704 4.422006 3.874738  -0.01
C7 1.704075 -1.748368 2.936499  0.00
C8 1.534255 1.204457 3.742174  0.00
C9 6.101292 4.585422 4.032085  0.12
C10 -2.840569 -1.459883 -0.065973  0.07
C11 0.529233 4.595226 -0.819854  -0.01
C12 -3.265574 -1.703482 1.279510  0.14
C13 -2.763089 -0.171309 -0.622411  0.40
C14 -3.302772 -4.064622 0.944398  0.17
C15 1.029179 2.400808 0.098352  0.00
C16 2.020144 1.451192 0.480268  0.16
C17 6.873415 5.163372 3.027132  -0.02
C18 4.018795 0.064878 2.745364  0.00
C19 -0.794568 4.234108 -0.876383  0.04
C20 -2.572518 -2.623780 -0.843747  0.12
C21 1.469962 3.688661 -0.330516  0.05
C22 0.366417 -2.147320 2.317410  0.00
C23 -3.504124 -2.963364 1.771411  -0.01
C24 -1.162597 2.979442 -0.405250  0.01
C25 2.866024 4.014533 -0.186377  0.02
C26 6.281021 5.555906 1.848055  0.11
C27 3.354942 1.685025 0.190192  -0.01
C28 3.791373 2.953230 -0.127012  0.15
H1 -2.652148 -4.744650 -0.985563  0.00
H2 -3.419431 0.615010 -0.259015  0.03
H3 2.509634 -2.377678 2.550062  0.00
H4 -2.422807 -0.080321 -1.644882  0.02
H5 1.943427 0.982185 4.730485  0.00
H6 -2.216308 -2.496309 -1.857833  0.00
H7 1.682270 -1.874087 4.021661  0.00
H8 -3.496411 -5.058720 1.322004  0.01
H9 4.316492 1.094689 2.542674  0.00
H10 3.056364 4.703573 2.556789  0.01
H11 4.447574 -0.579096 1.973513  0.00
H12 0.862041 5.563364 -1.170505  0.00
H13 -3.833680 -3.093696 2.793749  0.00
H14 -0.478486 1.259751 2.819483  0.01
H15 0.357355 -1.961766 1.243712  0.00
H16 -0.401184 0.494938 4.442330  0.00
H17 -1.545568 4.900087 -1.275089  0.00
H18 4.144587 0.293336 4.918292  0.00
H19 7.934964 5.298103 3.180138  0.00
H20 -2.201822 2.677375 -0.437291  0.00
H21 1.966323 2.156962 3.420786  0.00
H22 -0.285967 2.240347 4.263551  0.00
H23 -0.451317 -1.617872 2.805432  0.00
H24 0.203013 -3.213724 2.464390  0.00
H25 6.863701 6.010596 1.058228  0.01
H26 5.604785 -0.298414 4.146148  0.00
H27 4.053535 0.861146 0.224617  0.00
H28 4.144153 4.022131 4.696286  0.00
H29 4.840945 3.156194 -0.293272  0.01
H30 4.244575 -1.389791 4.367909  0.00

Atoms 1-3, force components in eV/Å:
Pd 0.02 0.46 -0.50
Br -0.08 0.11 -0.22
Cl -0.30 -0.13 0.36

The value obtained for the highest occupied orbital energy (alpha / beta) is -12.36 / -13.79 eV. The expectation value of S² is 6.141. The charge is +2. The electronic energy is -4827.26358 Ha. Its spin multiplicity is 5.

Question: The highest electronic energy belongs to which entry?
Answer: C4H8NS